No. 1
ORCA calculation (the ωB97M-V functional and the def2-TZVPD basis) on a 3-piece molecular cluster, CH9NO2 overall.

Output
Energy above the lowest of the compared OMol25 structures with the same formula, charge and spin: 9.05 kJ/mol
F_max: 1.22 eV/A
Structure (SMILES): CN.O.O
Calculated total energy: -6767.792 eV

Structure (ORCA input):
```
! RIJCOSX wB97M-V def2-TZVPD def2/J DEFGRID3
* xyz 0 1
C -0.19649 -0.56125 -0.85101
N -0.08216 -1.29041 0.41294
H -0.21264 0.52736 -0.77180
H -1.07425 -0.89943 -1.40734
H 0.64118 -0.86623 -1.47978
H 0.88224 -1.40515 0.63905
H -0.63869 -0.94132 1.16284
H 0.14270 -4.85854 -0.29882
H 0.14008 -3.43134 0.08618
O 0.76936 -4.15261 -0.09778
H 0.59461 6.27308 0.86987
H -0.72812 5.63250 1.24913
O -0.23783 5.97333 0.48653
*
```

Löwdin atomic charge list, values in e, 4 entries: number 1, C, carries -0.1772; number 2, N, carries -0.0696; number 3, H, carries 0.0637; number 4, H, carries 0.0647



No. 2
ORCA calculation (the ωB97M-V functional and the def2-TZVPD basis) on a 4-piece molecular cluster, CH9NO3 overall.

Output
Energy above the lowest of the compared OMol25 structures with the same formula, charge and spin: 127.76 kJ/mol
F_max: 3.92 eV/A
Expectation value of S²: 0.75
Calculated total energy: -8813.328 eV

Structure (ORCA input):
```
! RIJCOSX wB97M-V def2-TZVPD def2/J DEFGRID3
* xyz -1 2
C 0.52765 -1.46619 1.94486
N 0.71555 -0.40483 1.17581
H 0.90678 -2.53762 1.68401
H 0.18296 -1.21581 2.93491
H 0.66378 0.51266 1.64418
H -0.49512 3.39398 0.20873
H -0.54869 2.14863 -0.64061
O -0.43966 2.44631 0.27495
H 0.68541 -1.39405 -1.47407
H -0.28267 -1.75023 -0.30553
O -0.20896 -1.59864 -1.24909
H 0.08016 0.58764 -2.46583
H -0.98503 0.28161 -1.47280
O -0.80215 0.99653 -2.25950
*
```

Löwdin atomic charge list, values in e, 4 entries: number 1, C, carries -0.4314; number 2, N, carries -0.2161; number 3, H, carries -0.0141; number 4, H, carries -0.0502



No. 3
ORCA calculation (the ωB97M-V functional and the def2-TZVPD basis) on a 3-piece molecular cluster, CH9NO3 overall.

Output
Energy above the lowest of the compared OMol25 structures with the same formula, charge and spin: 56.67 kJ/mol
F_max: 1.60 eV/A
Structure (SMILES): NCO.O.O
Calculated total energy: -8815.020 eV

Structure (ORCA input):
```
! RIJCOSX wB97M-V def2-TZVPD def2/J DEFGRID3
* xyz 0 1
N 2.58482 0.40410 -1.35633
C 2.27506 -1.00414 -1.39053
O 1.42552 -1.45711 -0.28736
H 1.68722 0.84195 -1.55151
H 2.87959 0.75724 -0.45536
H 3.20859 -1.55928 -1.29959
H 1.75440 -1.31330 -2.29699
H 2.12904 -1.75725 0.30044
H -0.76455 -2.29626 -1.01597
H -1.44685 -2.75244 0.24324
O -1.60890 -2.23365 -0.55376
H -4.94242 3.91348 3.94422
H -4.41199 3.96126 2.49999
O -4.76951 4.49540 3.21951
*
```

Löwdin atomic charge list, values in e, 4 entries: number 1, N, carries 0.0184; number 2, C, carries -0.3260; number 3, O, carries -0.0949; number 4, H, carries 0.0710



No. 4
ORCA calculation (the ωB97M-V functional and the def2-TZVPD basis) on a 3-piece molecular cluster, CH9NO3 overall.

Output
Energy above the lowest of the compared OMol25 structures with the same formula, charge and spin: 184.51 kJ/mol
F_max: 4.17 eV/A
Structure (SMILES): NCO.O.O
Calculated total energy: -8813.695 eV

Structure (ORCA input):
```
! RIJCOSX wB97M-V def2-TZVPD def2/J DEFGRID3
* xyz 0 1
N -1.57052 -2.03743 0.01050
C -1.94089 -1.65214 1.39942
O -1.20532 -0.47766 1.64925
H -0.97531 -2.96961 0.02572
H -1.28084 -1.23347 -0.54942
H -1.57084 -2.37058 2.16068
H -2.94757 -1.51070 1.62196
H -0.77504 -0.09557 0.81161
H 3.05258 2.15026 -0.22755
H 3.07268 1.20037 1.21550
O 3.01691 1.18265 0.14996
H 0.79209 3.27179 -2.94826
H 1.61732 2.11733 -2.66155
O 0.71476 2.42475 -2.65780
*
```

Löwdin atomic charge list, values in e, 4 entries: number 1, N, carries -0.0197; number 2, C, carries -0.3374; number 3, O, carries -0.1184; number 4, H, carries 0.1215



No. 5
ORCA calculation (the ωB97M-V functional and the def2-TZVPD basis) on a 4-piece molecular cluster, CH9NO4 overall.

Output
Energy above the lowest of the compared OMol25 structures with the same formula, charge and spin: 844.84 kJ/mol
F_max: 3.50 eV/A
Calculated total energy: -10855.432 eV

Structure (ORCA input):
```
! RIJCOSX wB97M-V def2-TZVPD def2/J DEFGRID3
* xyz 0 1
C -1.79118 -0.16337 0.39799
N -1.28469 -1.21687 -0.48740
O -1.55653 1.09496 0.15178
H -1.48457 -0.45353 1.42379
H -2.87295 -0.44403 0.32834
H -0.21153 -1.12373 -0.58879
H -0.35704 1.61945 -0.72520
H 1.68870 -1.83062 -0.11631
O 1.41874 -0.97007 -0.49357
H -1.57556 -0.91751 -1.41477
H 1.21565 1.55693 -0.41117
O 0.55320 1.62285 -1.12444
H 1.73831 0.00664 0.35432
H 2.35997 0.42092 1.78470
O 2.15947 0.79797 0.92074
*
```

Löwdin atomic charge list, values in e, 4 entries: number 1, C, carries -0.3904; number 2, N, carries 0.0894; number 3, O, carries 0.0387; number 4, H, carries 0.1607



No. 6
ORCA calculation (the ωB97M-V functional and the def2-TZVPD basis) on a 4-piece molecular cluster, CH9O3S overall.

Output
Energy above the lowest of the compared OMol25 structures with the same formula, charge and spin: 105.07 kJ/mol
F_max: 3.47 eV/A
Calculated total energy: -18161.685 eV

Structure (ORCA input):
```
! RIJCOSX wB97M-V def2-TZVPD def2/J DEFGRID3
* xyz -1 1
C -1.31018 -1.58678 2.61360
S 0.06303 -0.43893 2.55398
H -1.72213 -1.48300 3.66685
H -1.08449 -2.61605 2.26381
H -2.20066 -1.29394 2.00530
H 0.26008 -1.68529 -0.42073
H 1.23896 -0.90769 0.31943
O 1.15670 -1.49008 -0.39837
H -0.60152 1.56049 2.11558
H -1.17933 2.52472 1.00494
O -1.06954 2.48251 1.97461
H 2.26873 0.88534 -5.92271
H 2.40055 2.34933 -5.74079
O 1.77981 1.69937 -6.03550
*
```

Löwdin atomic charge list, values in e, 4 entries: number 1, C, carries -0.7081; number 2, S, carries 0.2514; number 3, H, carries -0.0037; number 4, H, carries -0.0052



No. 7
ORCA calculation (the ωB97M-V functional and the def2-TZVPD basis) on a 4-piece molecular cluster, CH9O4 overall.

Output
Energy above the lowest of the compared OMol25 structures with the same formula, charge and spin: 36.11 kJ/mol
F_max: 2.01 eV/A
Calculated total energy: -9373.811 eV

Structure (ORCA input):
```
! RIJCOSX wB97M-V def2-TZVPD def2/J DEFGRID3
* xyz -1 1
C -1.66270 -1.14233 0.50369
O -0.29645 -0.91430 0.45510
H -1.89922 -2.02834 1.17650
H -2.18271 -0.30342 1.04285
H -2.12379 -1.28713 -0.46886
H 0.94016 0.97129 2.55528
H 0.03112 0.52144 1.28420
O 0.50278 1.29230 1.77382
H 0.31267 1.67070 -0.00416
H -0.31285 1.20070 -1.26860
O 0.43041 1.74995 -0.97255
H 1.37243 -0.26444 -1.99344
H 0.56112 -1.07456 -0.92178
O 0.99854 -1.13678 -1.81094
*
```

Löwdin atomic charge list, values in e, 4 entries: number 1, C, carries -0.3406; number 2, O, carries -0.4120; number 3, H, carries 0.0508; number 4, H, carries 0.0496



No. 8
ORCA calculation (the ωB97M-V functional and the def2-TZVPD basis) on a 4-piece molecular cluster, CH9O4 overall.

Output
Energy above the lowest of the compared OMol25 structures with the same formula, charge and spin: 50.16 kJ/mol
F_max: 3.89 eV/A
Calculated total energy: -9373.665 eV

Structure (ORCA input):
```
! RIJCOSX wB97M-V def2-TZVPD def2/J DEFGRID3
* xyz -1 1
C -0.34012 -1.93985 -0.59202
O 0.20724 -0.67984 -0.56689
H -1.05890 -2.08037 0.15090
H -0.78821 -2.19002 -1.65887
H 0.47656 -2.67293 -0.49825
H 1.06489 2.06966 1.28116
H 0.18698 2.60165 0.13139
O 0.42585 2.78912 1.07205
H -0.50006 0.72028 -1.16228
H -0.35738 1.45413 -2.39674
O -0.79924 1.57176 -1.52069
H 0.46558 -0.46211 1.10783
H 0.23282 -0.84664 2.59408
O 0.78398 -0.33485 2.05833
*
```

Löwdin atomic charge list, values in e, 4 entries: number 1, C, carries -0.3624; number 2, O, carries -0.4123; number 3, H, carries 0.0177; number 4, H, carries 0.0707



No. 9
ORCA calculation (the ωB97M-V functional and the def2-TZVPD basis) on a 5-piece molecular cluster, CH9O6 overall.

Output
Energy above the lowest of the compared OMol25 structures with the same formula, charge and spin: 146.29 kJ/mol
F_max: 4.30 eV/A
Calculated total energy: -13469.709 eV

Structure (ORCA input):
```
! RIJCOSX wB97M-V def2-TZVPD def2/J DEFGRID3
* xyz -1 1
O -0.31691 -0.20359 -0.23428
C 0.69075 -0.55803 -0.84369
O 1.85081 -0.04428 -0.68887
H 0.69255 -1.45976 -1.56097
H -2.11079 -0.77210 2.00132
H -3.38997 -0.17142 1.67646
O -2.99263 -0.64225 2.34881
H -1.60366 -3.07578 0.08094
H -1.32955 -1.63867 0.28362
O -2.04410 -2.23527 0.29662
H 1.76475 3.46819 -3.48614
H 2.63743 3.07287 -2.44233
O 2.61903 3.59282 -3.23988
H 1.76493 -0.22167 1.55722
H 0.49459 0.72702 1.97646
O 1.27276 0.16193 2.27472
*
```

Löwdin atomic charge list, values in e, 4 entries: number 1, O, carries -0.1085; number 2, C, carries -0.6305; number 3, O, carries -0.1592; number 4, H, carries 0.1111



No. 10
ORCA calculation (the ωB97M-V functional and the def2-TZVPD basis) on a 2-piece molecular cluster, CH9P5 overall.

Output
Energy above the lowest of the compared OMol25 structures with the same formula, charge and spin: 173.06 kJ/mol
F_max: 3.63 eV/A
Structure (SMILES): [PH2]#[PH2].P=C(P)P
Calculated total energy: -47622.460 eV

Structure (ORCA input):
```
! RIJCOSX wB97M-V def2-TZVPD def2/J DEFGRID3
* xyz 0 1
C -1.81039 -0.16507 0.62756
P -2.87590 -0.73431 -0.71796
P 1.49063 -0.29608 -0.70776
P -0.96803 1.37637 0.63997
P 3.09933 0.02724 0.51528
P -1.00746 -1.42149 1.49385
H -4.18867 -0.41074 -0.10966
H -2.67888 0.62007 -1.27402
H 1.91040 0.34006 -1.84233
H 1.81810 -1.61489 -1.15528
H -2.11467 2.13964 0.80336
H -0.81621 1.69357 -0.72084
H 2.55280 -0.72543 1.56433
H 2.71771 1.25948 0.90401
H -2.05739 -2.26375 1.23619
*
```

Löwdin atomic charge list, values in e, 4 entries: number 1, C, carries -1.3892; number 2, P, carries 0.6608; number 3, P, carries 0.3193; number 4, P, carries 0.5773



No. 11
ORCA calculation (the ωB97M-V functional and the def2-TZVPD basis) on CHAlF3NO4S2 as an isolated structure.

Output
Energy above the lowest of the compared OMol25 structures with the same formula, charge and spin: 203.95 kJ/mol
F_max: 5.44 eV/A
Calculated total energy: -47126.793 eV

Structure (ORCA input):
```
! RIJCOSX wB97M-V def2-TZVPD def2/J DEFGRID3
* xyz 2 1
N -0.36227 0.50533 1.03864
S -0.39362 -0.82002 1.85584
O -1.38596 -0.86474 2.88782
O -0.24690 -1.99739 0.95700
S 0.55477 0.77741 -0.28739
O 1.28847 -0.44055 -0.72832
O 1.31349 1.99234 -0.13645
C -0.73987 1.03633 -1.62120
F -1.41782 -0.07437 -1.78177
F -1.52780 2.01645 -1.25354
F -0.09767 1.34302 -2.72464
H 1.59548 -1.44536 1.84826
Al 1.41970 -2.02848 -0.05424
*
```

Löwdin atomic charge list, values in e, 4 entries: number 1, N, carries -0.2072; number 2, S, carries 0.8569; number 3, O, carries -0.0571; number 4, O, carries -0.3302



No. 12
ORCA calculation (the ωB97M-V functional and the def2-TZVPD basis) on CHAlF3O as an isolated structure.

Output
Energy above the lowest of the compared OMol25 structures with the same formula, charge and spin: 0.00 kJ/mol
F_max: 11.99 eV/A
Expectation value of S²: 0.75
Calculated total energy: -17825.061 eV

Structure (ORCA input):
```
! RIJCOSX wB97M-V def2-TZVPD def2/J DEFGRID3
* xyz 2 2
O -0.34065 -0.45341 1.96526
Al -0.41768 0.42873 3.31552
H -0.17010 -0.19295 0.97703
C 0.17908 0.02066 -1.24443
F 0.38989 -1.16817 -1.77744
F -0.87885 0.57822 -1.80099
F 1.23831 0.78691 -1.43494
*
```

Löwdin atomic charge list, values in e, 4 entries: number 1, O, carries -0.2197; number 2, Al, carries 1.1953; number 3, H, carries 0.0666; number 4, C, carries -0.1011